DFT (ωB97M-V/def2-TZVPD) results for a single CH2INO2S molecule at a distorted geometry.

The geometry in XYZ format:
```
8
Properties=species:S:1:pos:R:3:nbo_charge:R:1
C 0.183 0.045 -0.467 -0.13
N 0.887 1.077 -0.588 -0.07
O 2.292 1.046 -0.989 -0.62
O 3.685 -0.978 -0.125 -0.87
S 3.474 -0.090 -1.231 1.46
I 2.236 -1.500 -2.979 -0.21
H -0.854 0.339 -0.463 0.23
H 0.682 -0.964 -0.479 0.21
```

As for the lowest unoccupied orbital energy: -1.165 eV. The charge is 0. Its calculated total energy is -25587.0588 eV. The calculation puts the energy above the lowest of the compared OMol25 structures with the same formula, charge and spin at 23.7 kJ/mol. The calculation puts the HOMO-LUMO gap at 8.7 eV. The calculation puts the HOMO energy at -9.831 eV.